# 1
The following is a DFT calculation (ωB97M-V with the def2-TZVPD basis set) of a single C5H4O molecule.

Each line ends with the Mulliken charge.
Geometry (Å):
C 0.590 -0.176 -0.166  -0.12
C -0.829 1.225 -1.775  -0.70
C -0.007 -0.644 1.143  -0.32
C -0.044 0.522 -1.018  0.11
C 0.500 -1.345 2.137  0.25
O 1.022 -2.002 2.948  -0.41
H 1.647 -0.506 -0.328  0.32
H -1.460 0.891 -2.500  0.34
H -1.009 -0.162 1.327  0.29
H -0.411 2.196 -1.767  0.25

Results
E	-267.940572	hartree
expectation value of S²	2.02
energy relative to the best compared isomer or geometry (same formula, charge and spin)	17.76	kcal per mole
multiplicity	3
charge	0

# 2
The following is a DFT calculation (ωB97M-V with the def2-TZVPD basis set) of a molecular structure, C14H20N6O2S.

Each line ends with the Mulliken charge.
Geometry (Å):
O 7.614 -1.259 4.177  -0.56
N 6.176 -0.814 6.176  -0.66
N 5.211 -1.724 3.867  -0.63
N 0.220 -0.002 -2.225  -0.46
O -0.598 -1.349 -0.429  -0.33
C 5.057 -0.311 5.736  0.61
C 4.495 -0.812 4.420  0.64
C 0.430 -1.409 1.736  -0.48
C 1.436 -1.410 2.699  -0.41
C 0.120 0.419 -3.485  -0.51
C -0.661 -0.903 -1.726  0.19
C -0.874 -0.027 -4.359  -0.65
C -1.720 -1.334 -2.535  -0.10
C -1.855 -0.912 -3.853  0.59
N 4.566 0.653 6.563  -0.42
N 3.314 -0.377 3.781  -0.20
N -4.261 -1.605 -3.925  0.22
S 6.572 -1.953 4.923  0.49
C 0.595 -0.984 0.273  -0.41
C -5.181 -2.569 -4.452  -1.06
C -4.969 -0.395 -3.445  -1.04
C 2.823 -0.932 2.503  -0.60
C -2.983 -1.461 -4.722  -0.97
H -0.544 -1.774 2.047  0.38
H 1.210 -1.795 3.687  0.38
H 0.847 1.147 -3.829  0.37
H -0.902 0.346 -5.386  0.39
H -2.448 -2.005 -2.132  0.49
H 3.897 1.308 6.179  0.20
H 5.169 0.869 7.376  0.29
H 2.819 0.363 4.250  0.21
H 1.494 -1.418 -0.183  0.40
H 0.672 0.105 0.235  0.34
H -4.782 -3.577 -4.459  0.29
H -6.074 -2.615 -3.801  0.33
H -5.471 -2.332 -5.493  0.35
H -4.265 0.374 -3.163  0.33
H -5.632 -0.005 -4.228  0.34
H -5.562 -0.638 -2.516  0.29
H 2.896 -0.203 1.677  0.32
H 3.416 -1.797 2.194  0.33
H -2.643 -2.419 -5.107  0.37
H -3.161 -0.792 -5.573  0.37

Results
E	-1422.585910	hartree
energy relative to the best compared isomer or geometry (same formula, charge and spin)	0.69	kcal per mole
charge	0

# 3
The following is a DFT calculation (ωB97M-V with the def2-TZVPD basis set) of a molecular structure, C30H33ClGeN3O3S2Sc.

Each line ends with the Mulliken charge.
Geometry (Å):
Sc 0.390 0.272 -0.062  -0.39
C -1.059 -3.701 -0.665  -0.59
C 0.231 -3.596 -1.162  -0.40
C 1.281 -3.282 -0.304  -0.50
C 1.038 -3.084 1.047  -0.44
C -0.258 -3.187 1.542  -0.23
C -1.306 -3.485 0.686  -0.32
H -1.874 -3.976 -1.325  0.46
H 0.426 -3.795 -2.209  0.42
H 2.295 -3.255 -0.681  0.40
H 1.856 -2.869 1.723  0.38
H -0.442 -3.063 2.601  0.43
H -2.316 -3.566 1.070  0.41
C 1.889 4.519 3.351  -0.64
C 2.490 3.570 2.535  -1.09
C 1.722 2.818 1.667  -0.13
C 0.338 3.010 1.604  -0.34
C -0.262 3.972 2.421  -0.48
C 0.516 4.722 3.281  -0.61
N -0.383 2.160 0.758  2.47
N -1.664 2.333 0.765  -0.89
C -2.425 1.351 0.162  -0.25
C -3.817 1.467 0.291  -0.71
C -4.629 0.512 -0.262  -0.33
C -4.042 -0.554 -0.954  -0.89
C -2.672 -0.622 -1.013  -0.74
N -1.855 0.286 -0.454  0.78
H 2.488 5.103 4.037  0.42
H 3.559 3.413 2.587  0.43
H 2.181 2.062 1.034  0.74
H -1.332 4.108 2.366  0.50
H 0.047 5.465 3.913  0.45
H -4.211 2.328 0.812  0.55
H -5.704 0.587 -0.176  0.47
H -4.643 -1.315 -1.427  0.46
H -2.180 -1.431 -1.534  0.60
C 1.964 3.200 -1.779  -0.96
Ge 2.166 1.457 -2.694  0.75
C 0.712 1.331 -4.023  -0.99
C 3.933 1.494 -3.596  -1.26
C 2.050 -0.088 -1.455  -1.17
H 1.985 3.994 -2.526  0.45
H 2.760 3.394 -1.059  0.28
H 1.005 3.256 -1.267  0.09
H 0.596 2.287 -4.533  0.30
H -0.236 1.104 -3.530  0.20
H 0.903 0.565 -4.775  0.36
H 4.032 2.370 -4.238  0.36
H 4.079 0.598 -4.199  0.35
H 4.724 1.531 -2.846  0.36
H 3.026 -0.151 -0.953  0.40
H 2.003 -0.967 -2.108  0.57
C -4.707 5.296 -3.332  -0.81
O -3.900 4.584 -2.391  -0.28
C -2.705 4.153 -2.785  0.12
S -2.098 4.267 -4.316  -0.27
S -1.724 3.440 -1.595  0.00
H -5.540 5.702 -2.764  0.22
H -5.074 4.625 -4.109  0.35
H -4.133 6.091 -3.802  0.36
Cl -2.414 2.902 6.880  -0.23
C -1.473 1.983 5.752  0.41
C -0.117 1.809 5.982  -0.68
C 0.638 1.094 5.069  -0.59
C 0.042 0.573 3.926  0.34
C -1.320 0.750 3.714  0.27
C -2.088 1.448 4.631  -0.97
C 0.911 -0.100 2.905  0.06
O 2.057 -0.417 3.150  -0.68
O 0.345 -0.277 1.735  0.11
H 0.338 2.243 6.861  0.44
H 1.699 0.943 5.211  0.49
H -1.782 0.342 2.825  0.41
H -3.147 1.595 4.473  0.46

Results
E	-5647.206444	hartree
energy relative to the best compared isomer or geometry (same formula, charge and spin)	51.69	kcal per mole
charge	0

# 4
The following is a DFT calculation (ωB97M-V with the def2-TZVPD basis set) of a molecular structure, C5H8N2O.

Each line ends with the Mulliken charge.
Geometry (Å):
C -0.527 -0.288 0.696  -0.50
C -0.090 0.917 0.843  0.49
C 0.103 -0.691 -1.105  0.84
C -0.366 1.891 1.914  -0.99
C 0.933 -1.932 -1.137  -1.25
N 0.742 1.324 -0.281  -0.11
N 0.915 0.574 -1.210  -0.50
O -0.941 -0.724 -2.002  -0.53
H -0.952 -0.932 1.414  0.34
H -1.431 1.996 2.058  0.29
H -0.006 2.908 1.429  0.27
H -0.066 1.682 2.943  0.28
H 1.899 -1.817 -0.648  0.32
H 1.016 -2.350 -2.122  0.37
H 0.287 -2.630 -0.601  0.32
H -1.517 0.072 -2.192  0.35

Results
E	-379.939239	hartree
energy relative to the best compared isomer or geometry (same formula, charge and spin)	93.46	kcal per mole
charge	0

# 5
The following is a DFT calculation (ωB97M-V with the def2-TZVPD basis set) of 2 unconnected molecules or ions with the total composition C4H9N.

Each line ends with the Mulliken charge.
Geometry (Å):
C -1.816 -0.096 -1.627  -0.60
C -2.394 -0.459 -0.473  -0.11
C -1.475 -0.259 0.791  -0.82
H -2.022 -0.624 -2.549  0.25
H -1.175 0.786 -1.783  0.24
H -3.081 -1.312 -0.427  0.26
H -2.080 -0.561 1.648  0.28
H -0.538 -0.817 0.709  0.20
H -1.203 0.787 0.784  0.29
C 3.085 0.181 0.371  -0.26
N 3.416 1.407 0.435  -0.47
H 2.787 -0.237 -0.585  0.27
H 3.003 -0.431 1.278  0.21
H 3.494 1.636 1.429  0.25

Results
E	-212.467866	hartree
structure (SMILES)	C=CC.C=N
energy relative to the best compared isomer or geometry (same formula, charge and spin)	52.27	kcal per mole
charge	0

# 6
The following is a DFT calculation (ωB97M-V with the def2-TZVPD basis set) of 2 unconnected molecules or ions with the total composition C3H7NO.

Each line ends with the Mulliken charge.
Geometry (Å):
O 0.061 -1.438 1.367  -0.45
C -0.864 -1.012 0.720  -0.23
C -0.734 -0.249 -0.562  0.22
C 0.160 0.942 -0.694  -0.26
N 0.550 -0.336 -1.247  -0.49
H -1.910 -1.171 1.058  0.32
H -1.649 -0.220 -1.154  0.38
H 0.746 1.276 0.157  0.02
H -0.182 1.732 -1.362  0.26
H 0.410 -0.365 -2.252  0.24
H 1.615 0.091 1.837  -0.17
H 1.799 0.750 2.131  0.17

Results
E	-248.407209	hartree
structure (SMILES)	O=C[C@H]1CN1.[H][H]
energy relative to the best compared isomer or geometry (same formula, charge and spin)	74.85	kcal per mole
charge	0

# 7
The following is a DFT calculation (ωB97M-V with the def2-TZVPD basis set) of a single C4H11BN2 molecule.

Each line ends with the Mulliken charge.
Geometry (Å):
N 2.604 0.069 -0.296  -0.35
B 1.262 -0.090 -0.029  0.16
C 0.393 1.224 0.475  -0.91
C -0.973 1.159 -0.128  -0.43
C -1.498 -0.293 -0.371  -0.62
C -0.776 -1.446 0.370  -0.48
N 0.575 -1.302 0.011  -0.28
H 3.152 0.881 0.039  0.22
H 3.120 -0.836 -0.486  0.19
H 0.463 1.241 1.525  0.35
H 0.874 2.254 0.277  0.30
H -1.676 1.685 0.459  0.34
H -0.771 1.624 -1.188  0.19
H -2.556 -0.311 -0.016  0.29
H -1.329 -0.442 -1.398  0.32
H -0.875 -1.618 1.517  0.20
H -1.076 -2.493 -0.138  0.29
H 0.978 -2.116 -0.506  0.21

Results
E	-293.410134	hartree
structure (SMILES)	NB1CCCCN1
energy relative to the best compared isomer or geometry (same formula, charge and spin)	33.58	kcal per mole
charge	0

# 8
The following is a DFT calculation (ωB97M-V with the def2-TZVPD basis set) of a molecular structure, C12H33LiN4O6.

Each line ends with the Mulliken charge.
Geometry (Å):
Li -0.338 0.095 -0.547  0.79
N -2.158 -0.597 -3.066  0.85
O -1.882 0.011 -1.991  -0.52
O -1.311 -1.360 -3.598  -0.72
O -3.240 -0.397 -3.622  -0.64
C -3.639 -1.033 0.819  -1.39
C -2.416 -1.645 1.502  0.47
C -2.672 -3.037 2.051  -0.82
O -1.488 -3.395 2.760  -0.26
C -1.631 -4.600 3.475  -0.79
N -1.326 -1.627 0.504  -0.30
H -4.561 -0.789 1.357  0.41
H -3.997 -1.651 -0.010  0.38
H -3.367 -0.073 0.373  0.14
H -2.081 -0.989 2.309  0.13
H -2.799 -3.809 1.280  0.37
H -3.612 -3.051 2.616  0.44
H -2.080 -5.366 2.827  0.33
H -2.247 -4.508 4.371  0.28
H -0.651 -5.010 3.716  0.24
H -1.524 -2.325 -0.218  0.21
H -0.603 -2.145 1.019  0.21
C 0.947 1.448 -3.718  -1.30
C 1.900 0.536 -2.967  0.10
C 2.760 1.412 -2.061  0.03
O 3.721 0.613 -1.384  -0.39
C 4.550 1.335 -0.510  -0.75
N 1.103 -0.428 -2.194  -0.35
H 0.319 0.837 -4.372  0.41
H 1.455 2.217 -4.301  0.46
H 0.209 1.948 -3.084  0.09
H 2.534 -0.038 -3.650  0.38
H 2.103 1.896 -1.325  -0.45
H 3.325 2.203 -2.572  0.61
H 5.024 2.140 -1.086  0.39
H 5.328 0.681 -0.123  0.21
H 4.018 1.767 0.345  0.28
H 0.399 -0.828 -2.823  0.14
H 1.747 -1.165 -1.920  0.20
C 1.950 1.660 2.740  -1.39
C 0.843 1.124 1.791  0.78
C 0.329 2.336 0.987  -1.01
O -0.777 1.894 0.223  0.05
C -1.592 2.907 -0.363  -0.97
N 1.381 0.078 0.895  -0.30
H 2.270 0.831 3.371  0.39
H 1.579 2.513 3.305  0.44
H 2.807 1.928 2.124  0.17
H 0.034 0.668 2.358  0.00
H 1.096 2.696 0.289  0.21
H 0.093 3.156 1.672  0.60
H -2.617 2.640 -0.096  0.26
H -1.531 2.871 -1.450  0.21
H -1.419 3.920 0.002  0.44
H 1.437 -0.748 1.481  0.26
H 2.295 0.250 0.490  -0.02

Results
E	-1154.935206	hartree
energy relative to the best compared isomer or geometry (same formula, charge and spin)	9.17	kcal per mole
charge	0

# 9
The following is a DFT calculation (ωB97M-V with the def2-TZVPD basis set) of a molecular structure, C19H35N3PSc.

Each line ends with the Mulliken charge.
Geometry (Å):
C 1.120 1.662 -1.525  -0.31
H 2.124 2.103 -1.513  0.81
H 1.162 0.909 -2.352  -0.02
H 1.085 1.084 -0.364  -0.04
C 0.029 2.709 -1.711  -0.27
H -0.896 2.264 -2.124  0.37
H -0.259 3.165 -0.754  0.30
C 0.556 3.803 -2.659  -1.42
H -0.186 4.584 -2.838  0.41
H 1.448 4.274 -2.229  0.39
H 0.842 3.364 -3.620  0.33
C -0.971 -2.075 -1.101  0.55
C -1.630 -1.252 -2.084  0.71
C -0.653 -0.894 -3.078  0.77
C 0.611 -1.461 -2.684  0.17
C 0.418 -2.175 -1.458  0.87
C 1.419 -3.071 -0.807  -1.56
C 1.864 -1.456 -3.494  -1.41
C -0.908 -0.117 -4.326  -1.39
C -3.060 -0.833 -2.048  -1.71
C -1.636 -2.780 0.032  -1.25
Sc -0.086 0.062 -1.025  -1.04
H 2.709 -1.833 -2.907  0.38
H 1.757 -2.108 -4.374  0.36
H 2.122 -0.455 -3.862  0.28
H 2.428 -2.888 -1.194  0.42
H 1.442 -2.935 0.283  0.21
H 1.179 -4.128 -1.002  0.36
H -2.446 -2.177 0.461  0.34
H -2.078 -3.732 -0.300  0.39
H -0.929 -3.013 0.837  0.27
H -3.240 0.039 -2.687  0.40
H -3.725 -1.638 -2.392  0.37
H -3.367 -0.574 -1.026  0.36
H -0.157 0.672 -4.483  0.30
H -0.876 -0.771 -5.210  0.35
H -1.898 0.352 -4.298  0.36
C 1.459 0.252 4.559  -0.88
N 1.308 1.500 3.776  0.11
C -0.027 2.090 4.029  -0.84
N -1.129 1.137 3.758  0.15
C -0.918 -0.103 4.538  -0.90
N 0.392 -0.729 4.267  0.11
C 0.482 -1.257 2.896  -0.99
P 0.287 0.091 1.629  2.34
C 1.544 1.264 2.349  -1.09
C -1.268 0.853 2.327  -1.24
H 1.405 0.509 5.629  0.31
H 2.432 -0.197 4.313  0.39
H -0.153 2.972 3.386  0.37
H -0.079 2.374 5.092  0.30
H -1.716 -0.819 4.285  0.38
H -0.958 0.158 5.610  0.31
H 1.459 -1.740 2.753  0.43
H -0.296 -2.017 2.743  0.33
H 1.512 2.219 1.806  0.52
H 2.545 0.828 2.218  0.48
H -2.101 0.154 2.168  0.44
H -1.494 1.782 1.784  0.54

Results
E	-2010.723329	hartree
charge	+2